11
Properties=species:S:1:pos:R:3:forces:R:3 method="wB97M-V/def2-TZVPD" orbital_gap_ev=9.9 charge=0 relative_energy_kj_mol=263.4
C 2.172506 0.184660 0.057052 2.31 3.00 -0.13
C 1.115072 -0.623175 0.002785 -0.70 0.79 -0.60
C -0.326746 -0.184423 -0.051333 1.07 -0.75 1.20
C -2.182093 0.668419 -0.000709 -1.97 -2.68 0.10
H 3.191475 -0.182733 -0.259663 -1.25 -0.13 0.90
H 2.336944 1.400710 0.302796 -1.48 -3.49 -0.81
H 1.291397 -1.700001 -0.140439 -0.29 0.61 -0.12
H -3.051608 1.298808 0.095841 0.26 0.51 -0.26
N -0.882095 1.022168 -0.064940 0.72 -2.03 0.04
N -2.482050 -0.649448 0.018202 1.65 2.03 0.33
O -1.182803 -1.234988 0.040413 -0.33 2.13 -0.66